Computed, not measured: one molecule with the formula C6H7IN2 in a non-equilibrium geometry, with ωB97M-V/def2-TZVPD.

Geometry (Å):
C  0.606  -0.153  1.450
C  2.039  -1.494  4.384
C  -0.398  0.807  0.973
C  -0.878  0.348  -0.359
C  0.388  -0.353  -0.875
C  1.008  -0.886  0.381
N  0.967  -0.257  2.734
N  1.300  -1.096  3.548
I  1.804  -2.551  6.095
H  -1.258  0.883  1.582
H  0.072  1.818  0.820
H  -1.645  -0.502  -0.246
H  -1.165  1.233  -1.007
H  0.120  -1.095  -1.661
H  0.985  0.438  -1.491
H  1.799  -1.629  0.565

Properties
F_max ... 3.7 eV/A
HOMO-LUMO gap (spin up / spin down) ... 7.097 / 7.094 eV
Multiplicity ... 1
Energy above the lowest of the compared OMol25 structures with the same formula, charge and spin ... 289.6 kJ/mol
HOMO (spin up / spin down) ... -7.77 / -7.77 eV
M ... 234.0 g/mol

Computed, not measured: C48H43CsN4O3S2Te as an isolated structure in a non-equilibrium geometry, with ωB97M-V/def2-TZVPD.

Geometry (Å):
Cs  0.411  -1.518  0.313
C  5.159  -3.097  -0.422
C  4.188  -1.955  -0.638
N  3.637  -1.401  0.375
N  4.157  -1.699  1.610
C  3.553  -2.272  2.586
S  2.108  -3.184  2.719
S  4.517  -2.032  4.128
C  4.798  -0.228  4.024
C  6.031  0.192  3.267
C  7.284  0.133  3.874
C  8.438  0.454  3.170
C  8.354  0.843  1.838
C  7.107  0.923  1.228
C  5.956  0.606  1.938
C  3.959  -1.461  -2.027
C  5.052  -1.457  -2.894
C  4.976  -1.043  -4.220
C  3.732  -0.638  -4.708
C  2.625  -0.632  -3.882
C  2.678  -1.007  -2.502
O  1.633  -0.969  -1.771
H  4.708  -3.822  0.257
H  6.068  -2.734  0.068
H  5.417  -3.591  -1.357
H  4.863  0.093  5.065
H  3.897  0.195  3.582
H  7.352  -0.185  4.910
H  9.405  0.390  3.659
H  9.253  1.079  1.280
H  7.027  1.212  0.185
H  4.991  0.649  1.447
H  6.015  -1.781  -2.510
H  5.857  -1.040  -4.850
H  3.629  -0.337  -5.746
H  1.653  -0.337  -4.264
C  -5.758  3.445  1.165
C  -4.800  2.311  0.893
C  -5.214  1.097  0.388
C  -4.349  0.017  0.139
C  -4.913  -1.231  -0.399
O  -4.441  -2.342  -0.267
C  -6.200  -1.130  -1.210
C  -7.217  -2.048  -0.976
C  -8.388  -2.012  -1.722
C  -8.541  -1.070  -2.733
C  -7.515  -0.169  -2.992
C  -6.355  -0.194  -2.228
C  -2.932  0.142  0.409
O  -2.067  -0.753  0.234
C  -2.526  1.449  0.903
C  -3.425  2.453  1.147
C  -1.067  1.656  1.151
N  -0.186  1.653  0.235
C  -0.577  1.431  -1.143
C  0.453  2.079  -2.067
Te  -0.324  2.425  -4.020
C  -1.929  3.658  -3.410
C  -3.020  3.819  -4.263
C  -4.124  4.563  -3.869
C  -4.160  5.150  -2.610
C  -3.071  5.006  -1.761
C  -1.958  4.275  -2.159
C  -0.582  1.807  2.565
C  0.765  2.085  2.805
C  1.254  2.164  4.099
C  0.403  1.961  5.181
C  -0.936  1.682  4.954
C  -1.426  1.604  3.654
H  -6.793  3.121  1.028
H  -5.587  4.293  0.492
H  -5.661  3.819  2.190
H  -6.275  0.962  0.198
H  -7.070  -2.797  -0.205
H  -9.178  -2.726  -1.520
H  -9.455  -1.038  -3.315
H  -7.617  0.556  -3.791
H  -5.558  0.517  -2.420
H  -3.058  3.402  1.539
H  -1.589  1.790  -1.341
H  -0.588  0.357  -1.333
H  1.305  1.410  -2.211
H  0.815  3.026  -1.669
H  -3.016  3.343  -5.239
H  -4.968  4.670  -4.542
H  -5.036  5.700  -2.287
H  -3.087  5.454  -0.773
H  -1.121  4.175  -1.478
H  1.422  2.217  1.954
H  2.305  2.366  4.265
H  0.789  1.998  6.194
H  -1.603  1.503  5.789
H  -2.468  1.364  3.482
C  0.639  -8.210  0.364
C  1.388  -6.874  0.389
C  0.479  -5.733  0.256
N  -0.178  -4.794  0.184
H  1.343  -9.041  0.416
H  0.054  -8.306  -0.550
H  -0.045  -8.281  1.210
H  2.113  -6.821  -0.423
H  1.939  -6.750  1.321

Properties
F_max ... 1.8 eV/A
HOMO-LUMO gap ... 5.547 eV
Total charge ... -2
Multiplicity ... 1
Energy above the lowest of the compared OMol25 structures with the same formula, charge and spin ... 56.9 kJ/mol
HOMO ... -1.98 eV
M ... 1048.5 g/mol